(1)
ORCA calculation (ωB97M-V/def2-TZVPD) on one molecule with the formula C5H11NO in a non-equilibrium geometry.

Atoms and positions in Å:
C 0.167 -0.925 1.886
C 1.341 -0.445 0.939
C 0.673 -0.325 -0.485
C -0.627 0.433 -0.735
N -0.615 1.760 -0.110
C -0.933 0.449 -2.309
O -1.549 1.318 -3.001
H 0.397 -1.486 2.785
H -0.428 -1.828 1.410
H -0.547 -0.073 2.022
H 1.726 0.532 1.326
H 2.235 -1.222 0.925
H 0.391 -1.442 -0.641
H 1.185 -0.257 -1.363
H -1.462 -0.179 -0.241
H -1.475 2.017 0.433
H 0.232 2.248 -0.109
H -0.711 -0.576 -2.731

Properties
Structure (SMILES)   CCC[C@@H](N)C=O
HOMO   -8.88 eV
Maximum force   5.46 eV Å⁻¹

---

(2)
ORCA calculation (ωB97M-V/def2-TZVPD) on one molecule with the formula C4H8OS2 in a non-equilibrium geometry.

Atoms and positions in Å:
C -2.469 1.240 0.294
S -0.730 0.909 0.739
C -0.246 0.044 -0.672
S -1.179 -0.771 -1.689
C 1.272 -0.215 -0.550
C 1.534 -1.409 0.362
O 2.060 0.861 -0.171
H -2.838 1.950 0.975
H -2.587 1.629 -0.764
H -2.986 0.323 0.430
H 1.646 -0.459 -1.540
H 0.875 -2.284 0.172
H 1.340 -1.189 1.428
H 2.510 -1.756 0.267
H 1.798 1.126 0.721

Properties
Structure (SMILES)   CSC(=S)[C@H](C)O
HOMO   -8.70 eV
Maximum force   2.60 eV Å⁻¹

---

(3)
ORCA calculation (ωB97M-V/def2-TZVPD) on a 3-piece molecular cluster, C5H9NO3S overall in a non-equilibrium geometry.

Atoms and positions in Å:
C -4.687 1.722 0.455
C -0.903 -0.410 -0.921
C -0.279 -0.003 1.400
C -2.545 -0.968 0.763
C -1.408 -0.443 0.446
N -5.527 0.884 0.362
O -7.736 -0.613 0.504
O -3.926 2.659 0.512
O -6.051 -1.181 -1.265
S -6.865 -0.190 -0.596
H -0.976 0.557 -1.421
H -1.369 -1.093 -1.679
H 0.138 -0.577 -0.730
H 0.141 0.975 1.254
H 0.607 -0.548 1.256
H -0.469 -0.183 2.388
H 8.734 5.034 -9.045
H -2.816 -1.117 1.824
H -3.320 -1.280 0.152

Properties
HOMO   1.46 eV
Maximum force   3.70 eV Å⁻¹
Total charge   -2

---

(4)
ORCA calculation (ωB97M-V/def2-TZVPD) on a 9-piece molecular cluster, C6H31N2O8 overall in a non-equilibrium geometry.

Atoms and positions in Å:
C 2.379 0.325 0.104
C 0.991 -0.232 -0.224
C 0.784 -1.535 0.505
C -0.172 -1.603 1.450
N -0.357 -2.665 2.311
C 1.745 -2.641 0.163
C 1.910 -2.859 -1.353
N 2.401 1.820 -0.041
H 2.641 0.069 1.114
H 3.145 -0.085 -0.559
H 0.221 0.518 0.057
H 0.878 -0.350 -1.312
H -0.835 -0.765 1.622
H 0.192 -3.496 2.188
H -1.211 -2.747 2.830
H 1.402 -3.593 0.587
H 2.741 -2.446 0.590
H 2.501 -2.072 -1.802
H 2.413 -3.819 -1.534
H 0.948 -2.877 -1.842
H 1.749 2.290 0.651
H 3.339 2.168 0.127
H 1.990 2.093 -0.952
H -1.906 -3.136 0.705
H -2.776 -4.205 -0.093
O -2.646 -3.268 0.102
H -3.337 -0.021 0.398
H -4.160 0.676 1.537
O -3.253 0.584 1.188
H -0.609 3.139 0.394
H 0.466 4.036 -0.268
O 0.332 3.436 0.473
H -3.138 -1.843 -0.695
H -2.726 -0.610 -1.555
O -3.431 -0.950 -0.976
H 2.084 2.570 3.291
H 1.350 1.292 3.052
O 2.059 1.832 2.670
H -2.856 3.436 -0.029
H -2.603 1.925 0.407
O -2.216 2.724 -0.075
H 1.367 2.735 -3.322
H 0.207 2.226 -2.424
O 1.113 2.618 -2.404
H -1.983 1.811 -3.103
H -1.721 1.985 -1.570
O -1.415 1.511 -2.381

Properties
HOMO   -10.78 eV
Maximum force   1.11 eV Å⁻¹
Total charge   +1

---

(5)
ORCA calculation (ωB97M-V/def2-TZVPD) on BrFe as an isolated structure.

Atoms and positions in Å:
Fe 0.856 1.299 0.675
Br -0.856 -1.299 -0.675

Properties
2S+1   9
HOMO (alpha / beta)   -10.94 / -16.30 eV
Maximum force   0.67 eV Å⁻¹
Total charge   +1

---

(6)
ORCA calculation (ωB97M-V/def2-TZVPD) on C2H7ClNOP as an isolated structure in a non-equilibrium geometry.

Atoms and positions in Å:
C 0.911 1.842 -0.543
C -0.628 -1.881 -0.584
N 0.334 1.198 0.585
O -1.213 -0.151 2.037
P -0.914 0.220 0.540
Cl -2.750 0.807 -0.043
H 1.716 1.107 -0.938
H 1.494 2.785 -0.208
H 0.028 1.976 -1.286
H -0.053 -1.503 -1.379
H -0.072 -2.367 0.241
H -1.517 -2.379 -0.944
H -0.430 0.013 2.543

Properties
HOMO   -8.56 eV
Maximum force   3.70 eV Å⁻¹

---

(7)
ORCA calculation (ωB97M-V/def2-TZVPD) on an isolated ion of composition C27H40N3O2 and charge +1 in a non-equilibrium geometry.

Atoms and positions in Å:
C 4.427 2.078 0.522
C 3.289 1.137 0.840
N 2.495 0.543 -0.366
C 1.885 1.752 -1.123
C 2.867 2.516 -1.996
C 3.390 -0.342 -1.277
C 4.896 -0.333 -1.139
C 1.426 -0.266 0.223
C 0.630 -1.360 -0.578
C -0.458 -1.894 0.139
C -1.247 -2.930 -0.348
C -0.897 -3.592 -1.542
N -1.640 -4.667 -2.011
C -2.755 -5.125 -1.190
C -3.193 -6.522 -1.620
O -3.459 -6.578 -3.022
C -2.309 -6.231 -3.798
C -1.775 -4.845 -3.460
C 0.258 -3.135 -2.222
C 0.907 -1.957 -1.826
C 0.377 0.620 0.910
C 0.487 0.875 2.282
C -0.300 1.858 2.877
C -1.289 2.519 2.122
N -2.067 3.522 2.676
C -1.921 3.788 4.098
C -3.079 4.642 4.592
O -3.217 5.816 3.789
C -3.560 5.502 2.440
C -2.557 4.566 1.779
C -1.515 2.118 0.784
C -0.723 1.139 0.205
H 4.854 2.413 1.475
H 5.256 1.615 -0.009
H 4.101 2.975 -0.003
H 3.620 0.287 1.452
H 2.549 1.691 1.422
H 1.030 1.376 -1.705
H 1.498 2.420 -0.337
H 2.375 2.701 -2.958
H 3.066 3.509 -1.552
H 3.803 1.975 -2.179
H 3.074 -1.371 -1.075
H 3.096 -0.091 -2.304
H 5.277 -1.135 -1.783
H 5.368 0.577 -1.521
H 5.245 -0.559 -0.123
H 1.951 -0.860 0.990
H -0.741 -1.455 1.093
H -2.150 -3.187 0.208
H -2.441 -5.165 -0.141
H -3.619 -4.440 -1.286
H -2.406 -7.243 -1.324
H -4.148 -6.773 -1.135
H -1.499 -6.973 -3.658
H -2.675 -6.244 -4.835
H -2.482 -4.099 -3.873
H -0.804 -4.709 -3.943
H 0.646 -3.708 -3.065
H 1.622 -1.515 -2.525
H 1.216 0.326 2.886
H -0.119 2.135 3.918
H -0.973 4.311 4.325
H -1.930 2.837 4.642
H -3.998 4.024 4.582
H -2.872 5.024 5.600
H -3.548 6.463 1.907
H -4.561 5.030 2.377
H -1.715 5.173 1.392
H -3.057 4.102 0.924
H -2.323 2.547 0.188
H -0.958 0.803 -0.809

Properties
Structure (SMILES)   CC[N+](CC)(CC)C(c1ccc(N2CCOCC2)cc1)c1ccc(N2CCOCC2)cc1
HOMO   -10.12 eV
Maximum force   3.20 eV Å⁻¹
Total charge   +1

---

(8)
ORCA calculation (ωB97M-V/def2-TZVPD) on C17H16F7IN6ReS4Sb as an isolated structure.

Atoms and positions in Å:
Re -0.245 0.006 1.134
C 3.101 -0.205 3.950
C 1.776 -0.115 3.273
N 1.614 -0.160 1.980
N 2.729 -0.274 1.194
C 2.547 0.258 0.025
N 3.537 0.236 -0.887
S 1.058 1.117 -0.369
C 0.539 0.066 3.968
C 0.422 0.118 5.361
C -0.815 0.269 5.932
C -1.931 0.379 5.099
C -1.762 0.346 3.741
N -0.547 0.189 3.159
H 3.896 -0.027 3.233
H 3.245 -1.201 4.375
H 3.175 0.524 4.757
H 4.266 -0.443 -0.729
H 3.285 0.405 -1.846
H 1.312 0.023 5.966
H -0.925 0.297 7.008
H -2.926 0.495 5.503
H -2.604 0.439 3.073
S -0.769 5.095 -3.545
C -1.190 3.866 -2.538
S -1.382 4.049 -0.810
C -1.701 2.353 -0.663
N -1.691 1.715 -1.775
N -1.423 2.551 -2.820
C -1.259 1.917 -4.095
C -0.557 0.721 -4.138
C -0.404 0.072 -5.352
C -0.943 0.619 -6.508
C -1.647 1.813 -6.447
C -1.814 2.470 -5.237
S -1.939 1.519 0.870
H -0.153 0.296 -3.229
H 0.136 -0.865 -5.386
H -0.820 0.112 -7.456
H -2.075 2.238 -7.345
H -2.362 3.398 -5.179
F -1.940 -1.654 1.686
F 0.424 -1.917 0.425
Sb 0.876 -3.143 -1.114
F 2.682 -2.933 -0.658
F 1.223 -4.303 -2.532
F 0.685 -4.501 0.169
F -0.990 -3.179 -1.366
F 0.990 -1.594 -2.176
I -0.526 -3.533 3.425
C -1.850 -3.054 1.850
H -2.846 -3.386 2.116
H -1.485 -3.484 0.926

Properties
HOMO   -7.93 eV
Maximum force   0.17 eV Å⁻¹

---

(9)
ORCA calculation (ωB97M-V/def2-TZVPD) on a 7-piece molecular cluster, C18H46ClFO12S8 overall.

Atoms and positions in Å:
O -5.885 1.719 -0.043
S -4.935 2.773 0.120
O -5.337 4.141 0.034
Cl -4.172 2.513 2.011
C -3.555 2.494 -0.964
C -2.701 1.258 -0.659
C -1.197 1.478 -0.557
C -0.681 2.272 0.642
C -0.688 3.790 0.543
F -1.816 4.314 1.098
C 0.508 4.507 1.184
O 1.448 4.757 0.127
S 0.807 4.577 -1.313
O 1.376 3.431 -1.927
O 0.778 5.820 -1.994
O -0.672 4.251 -0.813
H -2.996 3.428 -1.002
H -4.087 2.374 -1.913
H -3.046 0.783 0.263
H -2.855 0.540 -1.464
H -0.782 1.872 -1.487
H -0.771 0.479 -0.446
H 0.367 1.995 0.790
H -1.211 1.978 1.552
H 0.992 3.914 1.955
H 0.180 5.467 1.585
C 1.555 0.865 -5.418
S 1.220 -0.426 -4.209
O 0.189 0.125 -3.300
C 2.792 -0.301 -3.349
H 0.658 0.973 -6.025
H 1.762 1.794 -4.887
H 2.396 0.575 -6.047
H 2.919 0.719 -2.985
H 3.598 -0.574 -4.033
H 2.773 -1.004 -2.519
C 4.417 -4.357 -3.460
S 4.658 -3.996 -1.718
O 3.781 -2.838 -1.395
C 6.325 -3.342 -1.881
H 3.401 -4.730 -3.573
H 4.544 -3.441 -4.037
H 5.129 -5.119 -3.775
H 6.315 -2.503 -2.576
H 6.992 -4.130 -2.229
H 6.639 -3.006 -0.895
C -0.971 -1.112 3.881
S -1.710 -2.093 2.575
O -1.552 -1.313 1.315
C -3.408 -1.912 3.113
H 0.103 -1.085 3.697
H -1.396 -0.108 3.847
H -1.178 -1.587 4.841
H -3.676 -0.855 3.128
H -3.495 -2.352 4.107
H -4.039 -2.442 2.402
C 3.862 -0.764 1.218
S 3.484 -1.995 2.466
O 2.447 -1.400 3.355
C 5.040 -1.876 3.361
H 2.983 -0.677 0.583
H 4.079 0.185 1.709
H 4.702 -1.106 0.614
H 5.183 -0.851 3.701
H 5.856 -2.188 2.710
H 4.972 -2.546 4.215
C -2.698 -5.801 5.155
S -3.718 -4.926 6.347
O -3.520 -3.475 6.080
C -2.720 -5.314 7.790
H -3.134 -5.632 4.172
H -1.686 -5.397 5.187
H -2.703 -6.867 5.382
H -1.706 -4.948 7.630
H -2.726 -6.392 7.957
H -3.171 -4.807 8.639
C -1.898 4.562 -3.954
S -3.288 3.573 -4.513
O -2.999 2.167 -4.125
C -2.934 3.705 -6.270
H -1.916 4.552 -2.867
H -0.969 4.117 -4.314
H -2.009 5.586 -4.309
H -1.934 3.315 -6.459
H -3.012 4.748 -6.578
H -3.675 3.107 -6.796

Properties
HOMO   -8.28 eV
Maximum force   0.34 eV Å⁻¹

---

(10)
ORCA calculation (ωB97M-V/def2-TZVPD) on a 2-piece molecular cluster, C2H8O2 overall in a non-equilibrium geometry.

Atoms and positions in Å:
C -1.291 -0.149 2.058
O -1.132 0.884 1.080
H -1.878 0.311 2.848
H -0.332 -0.571 2.350
H -1.920 -0.938 1.640
H -0.267 0.980 0.668
C 0.886 -0.592 -1.078
O 1.567 0.040 -2.153
H -0.139 -0.244 -0.935
H 0.881 -1.666 -1.262
H 1.447 -0.403 -0.159
H 0.972 0.253 -2.875

Properties
Structure (SMILES)   CO.CO
HOMO   -10.29 eV
Maximum force   1.15 eV Å⁻¹

---

(11)
ORCA calculation (ωB97M-V/def2-TZVPD) on C40H49BrN3O4RuSTe as an isolated structure in a non-equilibrium geometry.

Atoms and positions in Å:
Ru -0.604 -0.243 1.352
O -4.686 -0.065 3.210
C -4.291 -0.511 4.447
C -5.268 -0.640 5.414
C -4.945 -1.121 6.675
C -3.641 -1.481 6.986
C -2.663 -1.330 6.026
C -2.967 -0.827 4.759
C -1.839 -0.612 3.806
O -2.059 -0.983 2.433
N -1.507 0.819 3.811
N -0.612 1.161 2.862
C 0.025 2.277 2.848
C 0.927 2.638 1.782
Br 1.023 1.368 0.328
C 1.666 3.736 1.662
C 1.893 4.732 2.720
C 2.014 6.076 2.363
C 2.282 7.033 3.326
C 2.458 6.655 4.653
C 2.359 5.319 5.018
C 2.074 4.359 4.057
H -3.992 -0.246 2.575
H -6.288 -0.375 5.153
H -5.726 -1.228 7.420
H -3.393 -1.880 7.963
H -1.636 -1.600 6.259
H -0.981 -1.163 4.183
H -1.599 1.369 4.651
H -0.148 3.014 3.623
H 2.157 3.918 0.709
H 1.869 6.374 1.327
H 2.364 8.076 3.043
H 2.696 7.402 5.401
H 2.520 5.022 6.049
H 2.061 3.308 4.334
C -4.491 3.140 0.323
C -4.469 1.939 -0.620
S -3.580 0.597 0.150
O -2.176 1.208 0.440
C -3.470 -0.566 -1.235
C -4.273 -1.829 -0.903
H -5.131 3.918 -0.092
H -3.490 3.549 0.451
H -4.884 2.865 1.307
H -3.977 2.151 -1.571
H -5.472 1.540 -0.799
H -2.405 -0.764 -1.332
H -3.821 -0.075 -2.145
H -3.861 -2.338 -0.029
H -4.250 -2.516 -1.747
H -5.320 -1.598 -0.693
C -0.489 -3.700 1.903
C 0.338 -3.083 0.799
O 1.234 -3.784 0.288
N 0.083 -1.808 0.350
Te 1.872 -1.916 -1.308
C 3.735 -1.650 -2.349
C 4.654 -0.731 -1.841
C 4.436 0.092 -0.586
C 5.820 -0.552 -2.578
C 6.081 -1.279 -3.736
C 7.363 -1.084 -4.506
C 5.150 -2.230 -4.155
C 3.966 -2.459 -3.471
C 3.018 -3.541 -3.949
C 0.561 -1.564 -2.912
C 0.623 -0.328 -3.576
C 1.619 0.781 -3.279
C -0.287 -0.107 -4.607
C -1.224 -1.057 -4.985
C -2.184 -0.800 -6.120
C -1.238 -2.273 -4.308
C -0.363 -2.559 -3.270
C -0.446 -3.930 -2.625
H -0.609 -4.757 1.678
H -1.451 -3.218 2.023
H 0.074 -3.618 2.835
H 3.860 -0.443 0.169
H 3.912 1.026 -0.815
H 5.391 0.355 -0.133
H 6.551 0.172 -2.227
H 7.936 -0.241 -4.124
H 7.158 -0.912 -5.565
H 7.987 -1.978 -4.439
H 5.366 -2.836 -5.032
H 3.537 -4.245 -4.597
H 2.184 -3.118 -4.517
H 2.603 -4.114 -3.117
H 2.167 0.642 -2.348
H 1.108 1.746 -3.222
H 2.365 0.850 -4.075
H -0.245 0.842 -5.140
H -2.193 0.250 -6.408
H -3.199 -1.100 -5.853
H -1.899 -1.384 -6.998
H -1.946 -3.042 -4.614
H -0.558 -4.700 -3.390
H -1.318 -4.000 -1.964
H 0.427 -4.188 -2.034

Properties
2S+1   6
HOMO (alpha / beta)   -12.70 / -12.70 eV
Maximum force   1.08 eV Å⁻¹
Total charge   +2

---

(12)
ORCA calculation (ωB97M-V/def2-TZVPD) on a 2-piece molecular cluster, C3H3NO4 overall in a non-equilibrium geometry.

Atoms and positions in Å:
C 0.564 0.533 0.090
C -0.504 1.198 0.580
C -1.416 -0.718 -0.205
H 2.072 1.368 1.028
H -0.688 2.292 0.918
H 0.910 -2.138 -1.229
N 0.057 -0.509 -0.792
O 1.800 1.054 -0.291
O -1.641 0.422 0.431
O -2.006 -1.772 -0.164
O 0.852 -1.731 -0.365

Properties
HOMO   -9.19 eV
Maximum force   7.37 eV Å⁻¹